# 1
The molecule C24H26O7, computed with wB97M-V/def2-TZVPD.

Atoms and positions in Å:
C1 2.50928 -1.97652 0.90459
C2 1.79823 -1.70976 2.18516
C3 0.89979 -0.75449 2.44151
C4 0.31009 -0.54407 3.80662
C5 0.42916 0.23225 1.44239
O1 0.00612 1.32983 1.73085
O2 0.49748 -0.25161 0.19999
C6 0.16347 0.51081 -0.95826
C7 0.32002 1.99648 -0.82838
C8 -0.70154 2.87096 -1.17981
C9 -0.48011 4.25717 -1.14697
C10 0.72250 4.76064 -0.72860
C11 1.75829 3.90249 -0.33447
C12 3.03027 4.34460 0.14381
C13 3.97153 3.44900 0.50246
C14 3.73476 2.02151 0.40225
O3 4.51865 1.15223 0.69485
O4 2.50997 1.63350 -0.07819
C15 1.54759 2.51903 -0.40935
O5 -1.91506 2.45600 -1.59462
C16 -2.34981 1.15502 -1.19007
C17 -2.73833 1.18392 0.28749
C18 -3.57064 0.84189 -2.05562
C19 -1.24573 0.11935 -1.48434
O6 -1.63622 -1.11709 -0.91599
C20 -0.90402 -2.19355 -1.27922
O7 -0.09069 -2.14135 -2.17126
C21 -1.24271 -3.36927 -0.45227
C22 -2.14482 -3.10205 0.71753
C23 -0.76387 -4.59477 -0.69767
C24 0.13698 -5.03152 -1.79421
H1 2.92107 -1.05556 0.49584
H2 1.82948 -2.38995 0.16034
H3 3.32169 -2.68050 1.06424
H4 2.07126 -2.35509 3.01211
H5 0.43581 0.49687 4.09859
H6 0.78786 -1.18623 4.54077
H7 -0.75992 -0.75248 3.79576
H8 0.89961 0.14802 -1.69091
H9 -1.28928 4.90430 -1.44399
H10 0.88376 5.82694 -0.68496
H11 3.21255 5.40759 0.21524
H12 4.93959 3.73856 0.87762
H13 -3.55084 1.89215 0.43024
H14 -1.89886 1.49723 0.90274
H15 -3.06275 0.19624 0.60081
H16 -4.35639 1.56368 -1.85284
H17 -3.93137 -0.15734 -1.83142
H18 -3.30906 0.90206 -3.10905
H19 -1.16061 0.00404 -2.57517
H20 -3.10924 -2.72951 0.37638
H21 -1.70326 -2.34372 1.36211
H22 -2.30120 -4.00947 1.29483
H23 -1.06077 -5.38732 -0.01856
H24 1.08014 -5.37515 -1.36830
H25 0.33837 -4.22912 -2.49408
H26 -0.30826 -5.87686 -2.31855

As for the HOMO-LUMO gap: 8.59 eV. As for the HOMO energy: -0.3098 Eh. The calculation puts the LUMO energy at 0.16 eV. Its total energy is -39642.7523 eV. For the molecular weight, the calculation gives 426.47 g/mol. Its structure (SMILES) is C/C=C(/C)C(=O)O[C@@H]1c2c(ccc3ccc(=O)oc23)OC(C)(C)[C@@H]1OC(=O)/C(C)=C\C.

=====

# 2
The molecule C6H11FN2O2, computed with wB97M-V/def2-TZVPD.

Atoms and positions in Å:
N1 -2.02822 -2.03019 -1.39867
C1 -0.94805 -1.02420 -1.74790
C2 0.10901 -1.50714 -0.74117
C3 0.69758 -0.92880 0.38269
C4 0.47222 0.57273 0.82586
N2 -0.80588 1.31117 0.95964
C5 1.19213 1.36554 -0.34878
F1 2.42344 1.03252 -0.61391
C6 1.19881 0.69988 2.05967
O1 1.92256 -0.33661 2.42472
O2 1.24421 2.10331 2.63326
H1 -2.71548 -2.30501 -2.29043
H2 -2.55027 -1.63950 -0.47973
H3 -1.07425 0.02749 -1.59569
H4 -0.39732 -1.35530 -2.72279
H5 0.29322 -2.62295 -0.81692
H6 1.04115 -1.59827 1.22995
H7 -1.45720 0.56011 1.37341
H8 -1.01914 1.36632 -0.08399
H9 0.72183 1.27375 -1.35191
H10 1.19652 2.49397 0.02848
H11 0.48311 2.54119 2.27421

As for the HOMO-LUMO gap: 9.71 eV. As for the HOMO energy: -0.3438 Eh. The calculation puts the LUMO energy at 0.35 eV. Its total energy is -16188.4724 eV. For the molecular weight, the calculation gives 162.16 g/mol. Its structure (SMILES) is NC/C=C\[C@](N)(CF)C(=O)O.

=====

# 3
A structure of composition C38H51CrN4O8SSi, computed with wB97M-V/def2-TZVPD.

Atoms and positions in Å:
Cr1 0.44806 0.33005 -0.96800
O1 -3.09493 1.57094 -2.58862
C1 -1.99007 1.07069 -2.40472
N1 -0.99783 1.51822 -1.62392
C2 -0.98962 2.77497 -1.02917
C3 -2.03933 3.67861 -0.89474
C4 -1.79913 4.92418 -0.32702
C5 -0.52844 5.27976 0.09398
C6 0.52779 4.38475 -0.03010
C7 0.29900 3.13597 -0.58967
N2 1.23846 2.12073 -0.82318
C8 2.52556 2.39268 -1.12127
O2 3.09854 3.47182 -1.12307
C9 3.19474 1.11203 -1.49065
C10 4.55649 0.96890 -1.67792
C11 5.06374 -0.28416 -1.97109
C12 4.17330 -1.34841 -2.06798
C13 2.82633 -1.11450 -1.88811
N3 2.33114 0.09158 -1.59763
C14 -1.58967 -0.15795 -3.16823
C15 -2.53098 -0.79841 -3.96160
C16 -2.14759 -1.88720 -4.71982
C17 -0.81696 -2.28206 -4.68148
C18 0.05942 -1.57153 -3.88159
N4 -0.31030 -0.53498 -3.13387
H1 -3.02168 3.40801 -1.24605
H2 -2.61607 5.62717 -0.22941
H3 -0.35187 6.26124 0.51448
H4 1.52572 4.66422 0.27120
H5 5.18156 1.84628 -1.58768
H6 6.12507 -0.43751 -2.10879
H7 4.52366 -2.35036 -2.26961
H8 2.10505 -1.91887 -1.95469
H9 -3.53417 -0.40283 -3.97129
H10 -2.85783 -2.40818 -5.34785
H11 -0.45765 -3.11377 -5.27072
H12 1.11295 -1.82509 -3.85927
O3 1.45488 -1.07163 0.65442
H13 0.68929 -1.62890 0.84772
H14 1.60623 -0.50176 1.45260
C19 -3.20481 0.16050 3.73758
C20 -2.07345 -0.16533 2.76230
C21 -1.02833 -1.03182 3.46391
C22 -1.44666 1.13185 2.24845
O4 -2.67604 -0.88465 1.69457
Si1 -2.16597 -1.51656 0.28227
O5 -0.92439 -0.74671 -0.37224
O6 -1.68499 -3.04999 0.64943
C23 -1.36283 -4.16370 -0.17885
C24 -1.12766 -5.33842 0.76742
C25 -0.09649 -3.85806 -0.98313
C26 -2.50772 -4.48898 -1.13905
O7 -3.42063 -1.50773 -0.75914
C27 -4.82685 -1.30916 -0.53244
C28 -5.53231 -1.68104 -1.83429
C29 -5.31304 -2.21988 0.59750
C30 -5.08093 0.15812 -0.19141
H15 -2.80727 0.62981 4.63768
H16 -3.71957 -0.75837 4.01827
H17 -3.92705 0.83126 3.27190
H18 -0.51068 -0.45984 4.23306
H19 -0.29636 -1.39132 2.74199
H20 -1.50817 -1.89742 3.92106
H21 -1.01086 1.68292 3.08257
H22 -2.20607 1.75130 1.76885
H23 -0.66710 0.92406 1.51574
H24 -0.33500 -5.09482 1.47496
H25 -0.84255 -6.22982 0.20823
H26 -2.03863 -5.54325 1.32916
H27 0.75236 -3.70202 -0.31382
H28 -0.25726 -2.94726 -1.55924
H29 0.13461 -4.68233 -1.65913
H30 -3.42159 -4.67295 -0.57398
H31 -2.26871 -5.37739 -1.72440
H32 -2.68444 -3.64793 -1.80843
H33 -5.22548 -2.67778 -2.15423
H34 -5.28057 -0.96327 -2.61324
H35 -6.61195 -1.67263 -1.68474
H36 -5.16340 -3.26555 0.32345
H37 -6.37231 -2.05110 0.79070
H38 -4.74205 -2.01268 1.49974
H39 -4.69130 0.79027 -0.98829
H40 -4.56236 0.40684 0.73336
H41 -6.14868 0.34446 -0.06994
C31 8.10684 2.33426 1.12925
C32 6.63526 2.26279 1.43049
C33 6.03564 1.07730 1.83947
C34 4.67184 1.02275 2.08965
C35 3.90130 2.16136 1.94791
C36 4.48165 3.35485 1.54104
C37 5.83915 3.39921 1.28533
S1 2.10744 2.03044 2.13323
C38 1.97020 3.09706 3.60820
O8 1.90113 0.64168 2.66202
H42 8.62203 1.43302 1.45681
H43 8.55864 3.19436 1.62337
H44 8.26550 2.45396 0.05559
H45 6.63565 0.18360 1.96065
H46 4.19836 0.09928 2.39839
H47 3.87737 4.24109 1.40643
H48 6.28497 4.32745 0.95009
H49 2.31823 2.53364 4.47073
H50 0.92009 3.35977 3.72015
H51 2.56139 3.99584 3.45139

As for the multiplicity: 2. As for the HOMO-LUMO gap (alpha / beta): 6.87 / 6.80 eV. As for the HOMO energy (alpha / beta): -0.2622 / -0.2692 Eh. The calculation puts the LUMO energy (alpha / beta) at -0.26 / -0.52 eV. Its total energy is -109716.7089 eV. For the molecular weight, the calculation gives 803.99 g/mol.

=====

# 4
A structure of composition C11H20CoN4P, computed with wB97M-V/def2-TZVPD.

Atoms and positions in Å:
C1 0.05359 -3.16205 -1.57853
C2 0.55874 -3.50727 -0.32219
C3 -0.44635 -3.27506 0.67027
C4 -1.62626 -2.84900 0.01289
C5 -1.36717 -2.72471 -1.38482
Co1 -0.38721 -0.81963 -1.52930
P1 0.74415 -0.43266 -3.29776
H1 0.44364 -3.43943 -2.55301
H2 1.57353 -3.82670 -0.13047
H3 -0.29057 -3.25622 1.73014
H4 -2.09294 -2.66339 -2.21264
H5 -2.59026 -2.62135 0.45656
H6 -0.41032 -0.37826 -4.25841
H7 1.82862 -1.37560 -3.74057
H8 1.35184 0.94439 -3.14497
C6 -0.67401 0.09261 1.42717
N1 -0.01539 0.28745 0.09433
C7 1.42664 0.58938 0.35414
N2 1.59725 1.78475 1.15333
C8 0.90720 1.55826 2.46445
N3 -0.53223 1.26914 2.28439
C9 -1.15648 2.42560 1.60473
N4 -0.53600 2.69712 0.26957
C10 -0.71317 1.49680 -0.54699
C11 0.91264 2.92235 0.49868
H9 -0.18087 -0.76370 1.90616
H10 -1.73549 -0.09649 1.25339
H11 1.95188 0.74568 -0.61955
H12 1.86167 -0.25657 0.89603
H13 1.02293 2.48440 3.06168
H14 1.37349 0.71277 2.97407
H15 -2.22212 2.23197 1.47342
H16 -1.00258 3.33880 2.22012
H17 -0.26604 1.68432 -1.53119
H18 -1.77519 1.27824 -0.60773
H19 1.02069 3.81470 1.14137
H20 1.39215 3.08935 -0.48879

As for the multiplicity: 5. As for the HOMO-LUMO gap (alpha / beta): 4.48 / 7.87 eV. As for the HOMO energy (alpha / beta): -0.1441 / -0.2900 Eh. The calculation puts the LUMO energy (alpha / beta) at 0.55 / -0.02 eV. Its total energy is -64601.2287 eV. For the molecular weight, the calculation gives 298.22 g/mol.

=====

# 5
The molecule C3H6N2O, computed with wB97M-V/def2-TZVPD.

Atoms and positions in Å:
H1 -0.54253 -1.61916 -0.96999
N1 -1.27539 -0.96410 -0.69712
C1 -0.78400 0.03420 -0.05875
C2 -1.83117 1.08160 0.31096
O1 -1.57477 2.18945 0.71549
N2 0.53758 0.30125 0.25376
C3 1.65406 -0.53889 -0.08691
H2 -2.87131 0.73253 0.13850
H3 0.73664 1.01736 0.92225
H4 1.63465 -1.53560 0.37848
H5 2.57370 -0.04776 0.26364
H6 1.74253 -0.65088 -1.17030

As for the HOMO-LUMO gap: 9.92 eV. As for the HOMO energy: -0.3489 Eh. The calculation puts the LUMO energy at 0.43 eV. Its total energy is -8235.3551 eV. For the molecular weight, the calculation gives 86.09 g/mol. Its structure (SMILES) is [H]/N=C(/C=O)NC.

=====

# 6
A cluster of 17 separate species, C22H73BrF5IO18P in total, computed with wB97M-V/def2-TZVPD.

Atoms and positions in Å:
C1 -3.00479 0.69948 -4.10844
C2 -1.76647 -0.11540 -4.42067
F1 -0.97958 0.66618 -5.27421
P1 -0.87772 -0.43836 -2.74921
Br1 1.25599 -0.60559 -3.84500
O1 -0.87592 -2.15590 -2.81096
C3 -0.07458 -2.79188 -1.86148
C4 0.29331 -1.75673 -0.76250
I1 -1.10300 -2.30763 1.01388
C5 1.73598 -1.83486 -0.13638
F2 1.75754 -1.97115 1.22095
F3 2.34133 -2.97047 -0.62448
C6 2.74445 -0.70179 -0.40587
F4 3.22204 -0.75013 -1.67750
F5 2.25912 0.53716 -0.13165
O2 -0.12146 -0.56240 -1.12648
H1 -3.90079 0.09530 -4.19993
H2 -2.95683 1.09854 -3.10552
H3 -3.11545 1.54199 -4.77910
H4 -2.00155 -1.03998 -4.94056
H5 -2.15761 -0.48235 -2.12581
H6 -0.72222 0.96742 -2.58987
H7 0.73891 -3.39256 -2.25540
H8 -0.73442 -3.50020 -1.38466
H9 3.59004 -0.87855 0.24950
C7 -4.03163 4.06680 -2.09285
O3 -4.47757 2.94873 -2.84665
H10 -2.94715 4.01647 -2.04324
H11 -4.32321 5.01155 -2.56296
H12 -4.42948 4.03410 -1.07246
H13 -5.43730 2.96443 -2.89241
C8 -6.14965 -1.02030 -5.76418
O4 -6.52441 -0.48314 -4.49395
H14 -5.39808 -0.37231 -6.20489
H15 -5.72806 -2.02120 -5.64345
H16 -7.02774 -1.06262 -6.41574
H17 -7.17816 -1.07648 -4.11943
C9 1.18624 -3.70772 4.50838
O5 -0.10023 -3.10071 4.50917
H18 1.12442 -4.61371 5.10822
H19 1.48685 -3.97480 3.49181
H20 1.93832 -3.04344 4.94497
H21 -0.05008 -2.31153 3.96013
C10 6.65449 -0.50455 0.97856
O6 5.38233 0.13532 0.89200
H22 6.53678 -1.42210 1.55062
H23 7.02649 -0.74739 -0.01923
H24 7.37014 0.14666 1.48430
H25 5.50475 0.94212 0.38414
C11 0.91121 3.64346 1.99790
O7 1.70256 2.46069 2.07139
H26 0.85590 4.06441 2.99893
H27 1.37064 4.37613 1.32551
H28 -0.09697 3.41822 1.65549
H29 1.75172 2.07469 1.19138
C12 6.21943 1.15545 3.94378
O8 6.88090 2.28041 3.35475
H30 6.87478 0.29472 3.85362
H31 6.00849 1.33935 4.99970
H32 5.28905 0.95572 3.41144
H33 6.29174 3.03473 3.43756
C13 -8.68700 2.06142 -3.04706
O9 -7.41260 2.57104 -2.67426
H34 -9.14840 2.78862 -3.70984
H35 -8.59223 1.10812 -3.57152
H36 -9.31854 1.93414 -2.16301
H37 -7.00437 1.92347 -2.09165
C14 -0.94620 6.80091 0.08051
O10 -1.33053 5.45982 -0.20041
H38 -0.57363 7.24450 -0.83695
H39 -1.80075 7.38623 0.43143
H40 -0.15544 6.83135 0.83636
H41 -1.65775 5.07426 0.61665
C15 5.73417 -4.33646 2.47467
O11 7.04759 -3.99116 2.91578
H42 5.39806 -3.55270 1.80163
H43 5.74017 -5.28695 1.93534
H44 5.04320 -4.39806 3.31916
H45 7.34879 -4.67957 3.51069
C16 -2.03564 4.27347 4.75517
O12 -1.91558 3.85027 3.40318
H46 -1.16919 4.89057 4.97987
H47 -2.94112 4.86793 4.90919
H48 -2.04558 3.41923 5.43703
H49 -2.67382 3.29903 3.19592
C17 7.35912 3.84954 -0.06198
O13 7.83231 2.70793 0.63795
H50 7.95735 3.95582 -0.96389
H51 6.30990 3.73827 -0.35241
H52 7.46959 4.75834 0.53883
H53 7.30447 2.60627 1.44179
C18 -1.73310 -6.72358 -0.73509
O14 -1.67232 -5.54274 -1.51996
H54 -1.38889 -6.46959 0.25968
H55 -2.75216 -7.12394 -0.67199
H56 -1.07332 -7.49320 -1.15039
H57 -1.97206 -5.74484 -2.41201
C19 -3.08820 -4.44094 6.52304
O15 -2.05440 -5.11078 5.82375
H58 -3.84374 -5.18058 6.78088
H59 -2.71755 -3.98299 7.44627
H60 -3.55138 -3.66871 5.90161
H61 -1.38862 -4.45310 5.59560
C20 2.30052 -6.47099 0.62479
O16 0.95940 -6.01610 0.56802
H62 2.32153 -7.34752 1.26946
H63 2.66902 -6.75341 -0.36662
H64 2.96350 -5.70784 1.04581
H65 0.93059 -5.23956 -0.00107
C21 -1.79766 10.59910 0.66399
O17 -0.75311 9.96612 -0.06536
H66 -2.57237 9.85551 0.83089
H67 -1.44301 10.96205 1.63282
H68 -2.22615 11.43352 0.10188
H69 -0.06371 10.61498 -0.21773
C22 -1.28154 -5.10507 -5.63741
O18 -1.31353 -5.92459 -4.46942
H70 -1.89606 -4.23288 -5.43659
H71 -0.26471 -4.77282 -5.85429
H72 -1.68376 -5.63987 -6.50350
H73 -0.76342 -6.69362 -4.62614

As for the HOMO-LUMO gap: 7.26 eV. As for the HOMO energy: -0.1941 Eh. The total charge is -1. The calculation puts the LUMO energy at 1.98 eV. Its total energy is -161866.7441 eV. For the molecular weight, the calculation gives 958.58 g/mol.